No. 1
Here is a structure of composition C42H36F5IrN4PS from the Open Molecules 2025 dataset. Energies are from the ωB97M-V functional and the def2-TZVPD basis.

Last column: Löwdin charge in e.
Positions of all 90 atoms, in Å:
1 Ir -0.36372 -0.29949 -0.01750  1.3023
2 F 0.79958 3.75821 5.99488  0.1740
3 C 0.78532 3.32473 4.75066  -0.1262
4 C 0.08756 2.17398 4.42465  -0.1432
5 F -0.57963 1.51079 5.36006  0.1482
6 C 0.09601 1.72486 3.12420  -0.2333
7 F -0.60566 0.60658 2.85934  0.0353
8 C 0.79012 2.37672 2.11060  -0.4987
9 S 0.89888 1.84956 0.45356  0.7133
10 C 1.47685 3.53677 2.47511  -0.2451
11 F 2.17317 4.20240 1.56027  0.1078
12 C 1.47604 4.01101 3.76889  -0.1345
13 F 2.14974 5.10754 4.08224  0.1611
14 C 0.45542 -0.35448 -4.42567  -0.0062
15 C 0.50224 -0.55178 -3.04464  -0.0841
16 N -0.36226 0.02981 -2.22563  -0.0374
17 C -1.32202 0.84565 -2.72614  -0.1642
18 C -1.44067 1.09315 -4.09144  -0.1251
19 C -0.51425 0.46575 -4.94590  0.0422
20 C -2.47478 1.97568 -4.56262  0.0099
21 C -3.30917 2.58112 -3.69485  0.0150
22 C -3.19214 2.35348 -2.27744  -0.1260
23 C -4.01642 2.97842 -1.32420  0.0349
24 C -3.84395 2.70192 0.00772  -0.0030
25 C -2.85626 1.78786 0.38766  -0.1055
26 N -2.07320 1.18951 -0.48964  -0.0330
27 C -2.22006 1.47702 -1.80106  -0.1799
28 H 1.18085 -0.84444 -5.06010  0.1248
29 H 1.24389 -1.20090 -2.58951  0.1203
30 H -0.57562 0.63855 -6.01564  0.1382
31 H -2.56771 2.14298 -5.62899  0.1311
32 H -4.08561 3.24857 -4.04956  0.1317
33 H -4.77925 3.67446 -1.65217  0.1358
34 H -4.45587 3.17312 0.76516  0.1242
35 H -2.71340 1.52497 1.42907  0.1118
36 C 3.02996 -0.00734 5.44347  -0.0483
37 C 3.71802 0.87277 4.61372  -0.0541
38 C 3.62520 0.74110 3.23832  -0.0927
39 C 2.85338 -0.28671 2.68363  -0.3681
40 C 2.16106 -1.16481 3.51865  -0.0682
41 C 2.25526 -1.02270 4.89727  -0.0530
42 P 2.76534 -0.37681 0.89335  1.0746
43 C 4.44355 -0.22206 0.26978  -0.3745
44 C 4.66558 0.48167 -0.91205  -0.0873
45 C 5.95406 0.60020 -1.41406  -0.0589
46 C 7.01600 0.02189 -0.73398  -0.0474
47 C 6.79945 -0.67322 0.45134  -0.0490
48 C 5.51669 -0.79303 0.96172  -0.0869
49 C 2.04825 -1.97727 0.45278  -0.4229
50 C 2.86516 -3.08852 0.23516  -0.0612
51 C 2.29341 -4.33519 0.01934  -0.0502
52 C 0.91273 -4.47380 0.04139  -0.0524
53 C 0.09474 -3.36163 0.21421  -0.1172
54 C 0.64225 -2.09613 0.39278  -0.3422
55 H 3.10650 0.09349 6.51948  0.1194
56 H 4.33162 1.65767 5.04096  0.1204
57 H 4.17383 1.41958 2.59208  0.1207
58 H 1.56100 -1.96306 3.09815  0.1065
59 H 1.73406 -1.71607 5.54667  0.1171
60 H 3.83499 0.94755 -1.43184  0.0990
61 H 6.12930 1.15329 -2.32815  0.1148
62 H 8.02182 0.12048 -1.12311  0.1183
63 H 7.63313 -1.11551 0.98265  0.1182
64 H 5.35172 -1.31748 1.89572  0.1174
65 H 3.94300 -2.98160 0.24345  0.1080
66 H 2.92707 -5.19777 -0.14696  0.1187
67 H 0.46667 -5.45183 -0.09588  0.1162
68 H -0.98015 -3.49512 0.20804  0.0757
69 C -4.06952 -1.47053 -2.12544  -0.0418
70 C -3.03366 -2.33923 -1.42351  -0.1998
71 N -3.46050 -2.80486 -0.10401  -0.0721
72 C -4.44380 -3.90771 -0.09229  -0.1813
73 C -5.90413 -3.46871 -0.01878  -0.0535
74 C -3.04582 -2.22193 1.03326  -0.4017
75 C -3.58229 -2.77472 2.32653  0.0226
76 N -2.20313 -1.21392 1.06912  0.0063
77 H -3.67820 -1.14033 -3.09130  0.0817
78 H -4.31132 -0.59009 -1.52350  0.0809
79 H -4.99198 -2.01681 -2.31767  0.0700
80 H -2.10855 -1.79194 -1.30949  0.0504
81 H -2.79917 -3.21855 -2.02511  0.1293
82 H -4.20983 -4.58190 0.72763  0.1117
83 H -4.27661 -4.47265 -1.00778  0.1259
84 H -6.07296 -2.74962 0.78411  0.0717
85 H -6.53521 -4.33770 0.17266  0.0912
86 H -6.24048 -3.01402 -0.94978  0.0648
87 H -3.26807 -3.81220 2.45331  0.1021
88 H -4.67081 -2.75198 2.35837  0.0865
89 H -3.19772 -2.20125 3.16538  0.0905
90 H -2.05929 -0.92242 2.02670  0.0376

LUMO (alpha / beta)   -5.7 / -7.7 eV
Net charge   +2
Energy   -86632.8115 eV
F_max   0.5 eV/Å
HOMO energy (alpha / beta)   -0.452 / -0.490 Ha
Relative energy (zero: lowest compared OMol25 entry of this formula, charge and spin)   34.9 kJ/mol
Kohn-Sham gap (alpha / beta)   6.63 / 5.68 eV
Spin multiplicity   6
Expectation value of S²   8.771

No. 2
Here is a structure of composition C26H29BrCrN2O2 from the Open Molecules 2025 dataset. Energies are from the ωB97M-V functional and the def2-TZVPD basis.

Last column: Löwdin charge in e.
Positions of all 61 atoms, in Å:
1 Cr -0.46183 -0.37822 -0.38250  0.6454
2 O -0.26677 2.25950 -3.58454  0.0500
3 C -1.55135 2.70969 -3.56790  -0.2577
4 C -2.04345 3.27924 -4.73452  -0.0010
5 C -3.34053 3.75973 -4.77462  -0.0647
6 C -4.15915 3.68581 -3.65456  -0.0794
7 C -3.66536 3.10965 -2.49813  -0.0307
8 C -2.36836 2.60771 -2.43820  -0.1156
9 C -1.90662 1.92170 -1.18783  -0.3437
10 O -1.71878 0.54434 -1.33037  -0.2068
11 N -0.58555 2.46572 -0.73931  0.0349
12 N -0.15759 1.63309 0.25793  -0.0942
13 C 0.42475 2.00693 1.32372  -0.1270
14 C 0.64055 1.00941 2.37219  -0.5089
15 Br -0.67336 -0.39523 2.26369  1.0589
16 C 1.59803 1.04558 3.29410  -0.0559
17 C 1.87993 0.09693 4.37814  -0.2471
18 C 0.86948 -0.45397 5.16594  -0.0661
19 C 1.18540 -1.35226 6.17172  -0.0600
20 C 2.50734 -1.71351 6.39398  -0.0624
21 C 3.51897 -1.15639 5.62452  -0.0628
22 C 3.20893 -0.24285 4.63074  -0.0339
23 H 0.01625 2.09077 -2.67415  0.0717
24 H -1.39096 3.34264 -5.59494  0.1234
25 H -3.71358 4.20324 -5.68834  0.1110
26 H -5.16952 4.06834 -3.68584  0.1059
27 H -4.29803 3.03012 -1.62123  0.1160
28 H -2.64594 2.09458 -0.39391  0.1506
29 H -0.63161 3.44425 -0.46264  0.1582
30 H 0.70437 3.04269 1.50914  0.1521
31 H 2.29244 1.87767 3.19390  0.1400
32 H -0.15989 -0.15452 5.01873  0.0902
33 H 0.39905 -1.76391 6.78990  0.1124
34 H 2.75053 -2.41762 7.17829  0.1120
35 H 4.55093 -1.42344 5.80743  0.1117
36 H 4.00005 0.20634 4.04197  0.1182
37 C 1.48882 -1.42340 -0.82587  -0.2499
38 C 0.69841 -1.21583 -1.99675  -0.2482
39 C -0.52880 -1.93362 -1.82819  -0.2746
40 C -0.51610 -2.52723 -0.53776  -0.2802
41 C 0.76818 -2.24785 0.05350  -0.2840
42 C 1.30142 -2.80410 1.33529  -0.0411
43 C -1.60428 -3.37742 0.04257  -0.0077
44 C -1.63431 -2.02178 -2.82896  0.0019
45 C 1.13654 -0.51969 -3.24272  0.0035
46 C 2.86175 -0.87899 -0.58201  0.0027
47 H 1.96420 -3.64220 1.10785  0.1072
48 H 0.51310 -3.17433 1.98681  0.0664
49 H 1.88233 -2.07040 1.89589  0.0701
50 H -1.69636 -4.31235 -0.51251  0.1025
51 H -2.57285 -2.87770 -0.00097  0.0925
52 H -1.40134 -3.63060 1.08196  0.0768
53 H -1.40388 -2.78771 -3.57215  0.1043
54 H -1.77575 -1.07221 -3.34238  0.0851
55 H -2.57696 -2.28613 -2.35265  0.0906
56 H 1.67910 -1.22306 -3.87903  0.1073
57 H 1.80811 0.31246 -3.03228  0.0866
58 H 0.29114 -0.13674 -3.80909  0.0786
59 H 3.61834 -1.60203 -0.89417  0.1035
60 H 3.02630 -0.66871 0.47525  0.0774
61 H 3.03413 0.03786 -1.14416  0.0839

LUMO (alpha / beta)   -3.5 / -3.6 eV
Net charge   +1
Energy   -132965.3678 eV
F_max   0.8 eV/Å
HOMO energy (alpha / beta)   -0.398 / -0.398 Ha
Relative energy (zero: lowest compared OMol25 entry of this formula, charge and spin)   0.0 kJ/mol
Kohn-Sham gap (alpha / beta)   7.32 / 7.23 eV
Spin multiplicity   2
Expectation value of S²   0.773

No. 3
Here is a cluster of 2 separate species, C5H8N2 in total in a non-equilibrium geometry from the Open Molecules 2025 dataset. Energies are from the ωB97M-V functional and the def2-TZVPD basis.

Last column: Löwdin charge in e.
Positions of all 15 atoms, in Å:
1 C -2.09220 -0.57434 0.76758  -0.0552
2 C 0.37441 0.00440 -1.54485  -0.0168
3 C 1.09325 1.10075 -0.85691  -0.2214
4 C 0.35418 2.02830 -0.00092  -0.1718
5 N -0.22369 2.76011 0.68370  0.1562
6 N 1.09170 -0.30388 -0.47459  -0.1706
7 C 1.63000 -1.05598 0.43011  0.0458
8 H -2.71941 -0.30331 1.62024  0.0195
9 H -2.04686 0.26246 0.06709  0.0035
10 H -2.51655 -1.44587 0.26051  0.0194
11 H 0.41385 -0.42338 -2.53405  0.0981
12 H 2.07734 1.47524 -1.15616  0.1400
13 H -1.08389 -0.81007 1.12448  -0.0018
14 H 2.13145 -0.58523 1.26468  0.0777
15 H 1.51641 -2.12921 0.34908  0.0775

LUMO   0.5 eV
Energy   -8290.4705 eV
F_max   1.1 eV/Å
HOMO energy   -0.300 Ha
Relative energy (zero: lowest compared OMol25 entry of this formula, charge and spin)   436.7 kJ/mol
Kohn-Sham gap   8.68 eV

No. 4
Here is an isolated molecule of C4H4N2 in a non-equilibrium geometry from the Open Molecules 2025 dataset. Energies are from the ωB97M-V functional and the def2-TZVPD basis.

Last column: Löwdin charge in e.
Positions of all 10 atoms, in Å:
1 C 0.11504 -1.22395 -0.19136  0.0110
2 C -0.72195 -0.17108 -0.14195  -0.1530
3 C -2.09994 0.47894 0.09734  -0.3077
4 N -3.21334 -0.18023 -0.47073  0.1001
5 N -3.11139 -0.35772 0.75240  0.1446
6 C 0.71950 0.11454 -0.06236  -0.1700
7 H -0.00067 -2.19272 -0.66405  0.0947
8 H -1.97359 1.54678 0.15674  0.1145
9 H 1.26005 0.33363 0.97668  0.1198
10 H 1.13096 0.72355 -0.78696  0.0462

LUMO   0.2 eV
Energy   -7187.3387 eV
F_max   4.3 eV/Å
HOMO energy   -0.333 Ha
SMILES string   C1=C(C2N=N2)C1
Relative energy (zero: lowest compared OMol25 entry of this formula, charge and spin)   516.2 kJ/mol
Kohn-Sham gap   9.21 eV

No. 5
Here is a structure of composition C4H14CuNO7S in a non-equilibrium geometry from the Open Molecules 2025 dataset. Energies are from the ωB97M-V functional and the def2-TZVPD basis.

Last column: Löwdin charge in e.
Positions of all 28 atoms, in Å:
1 Cu -1.29283 -0.49606 -0.07120  0.3397
2 S -2.79360 0.60493 -2.79573  0.1675
3 O -2.08842 -0.47262 -2.15789  -0.3052
4 O -3.29042 0.28746 -4.12650  -0.3633
5 O -3.87777 0.87186 -1.83103  -0.1302
6 O -2.02499 1.81469 -2.84742  -0.2922
7 O -2.97192 0.92100 0.80653  -0.4615
8 H -2.84320 0.23099 1.48613  -0.1602
9 C 3.22677 0.64084 -0.70870  -0.0837
10 C 2.01902 -0.00051 -0.19636  -0.4795
11 C 1.46631 0.56506 1.13442  -0.0985
12 O 0.31573 -0.18803 1.69202  -0.2461
13 C -0.05150 0.05788 2.98603  -0.1309
14 N 1.06343 -0.04237 -1.25207  0.0579
15 H 3.41990 0.62624 -1.78135  0.0833
16 H 4.05112 0.13876 -0.20229  0.0823
17 H 3.17814 1.72028 -0.56540  0.0874
18 H 2.22636 -1.05576 -0.01872  0.1385
19 H 1.19420 1.61742 1.05333  0.1362
20 H 2.24661 0.38332 1.87348  0.1199
21 H -1.06924 -0.29927 3.14336  0.0963
22 H -0.07106 1.13175 3.17183  0.0904
23 H 0.77500 -0.35489 3.56450  0.0851
24 H 0.93714 0.93107 -1.48991  0.0943
25 H 1.45693 -0.43786 -2.09400  0.0913
26 O -1.55780 -2.76251 0.58160  -0.0286
27 H -2.46707 -3.04511 0.67954  0.0585
28 H -1.17690 -3.38859 -0.03416  0.0514

LUMO (alpha / beta)   2.6 / 1.9 eV
Net charge   -1
Energy   -75669.5216 eV
F_max   4.4 eV/Å
HOMO energy (alpha / beta)   -0.133 / -0.131 Ha
Kohn-Sham gap (alpha / beta)   6.19 / 5.47 eV
Spin multiplicity   2
Expectation value of S²   0.758

No. 6
Here is a cluster of 2 separate species, C5H10N2 in total in a non-equilibrium geometry from the Open Molecules 2025 dataset. Energies are from the ωB97M-V functional and the def2-TZVPD basis.

Last column: Löwdin charge in e.
Positions of all 17 atoms, in Å:
1 C -1.77055 -1.06360 -0.14428  -0.0702
2 C -1.86495 1.40957 -0.68481  -0.1008
3 C -1.63101 0.02842 -1.21022  -0.3074
4 C -0.42736 -0.17862 -0.29534  -0.0876
5 C 3.26167 -1.06899 0.73313  -0.0863
6 N -0.67152 1.18535 0.15708  -0.2263
7 N 0.09567 2.00052 0.75754  0.1587
8 H -2.39954 -0.97632 0.72548  0.0816
9 H -1.86712 -2.02978 -0.47432  0.0500
10 H -1.75752 2.32623 -1.45570  0.1694
11 H -2.73090 1.52172 0.00368  0.1272
12 H -1.86311 -0.32819 -2.27081  0.1489
13 H 3.25062 -1.00027 1.92699  0.0619
14 H 4.19683 -1.12973 0.15135  0.0085
15 H 2.70576 -0.20562 0.39391  -0.0417
16 H 2.61409 -1.95653 0.42845  0.0264
17 H 0.85893 1.46583 1.25787  0.0877

LUMO (alpha / beta)   -0.3 / -0.3 eV
Energy   -8320.7183 eV
F_max   4.3 eV/Å
HOMO energy (alpha / beta)   -0.281 / -0.281 Ha
Relative energy (zero: lowest compared OMol25 entry of this formula, charge and spin)   638.2 kJ/mol
Kohn-Sham gap (alpha / beta)   7.39 / 7.39 eV